No. 1
37
Properties=species:S:1:pos:R:3:mulliken_charge:R:1 method="wB97M-V/def2-TZVPD" e_lumo_ev=2.775 total_charge=-1 e_homo_ev=-5.212 orbital_gap_ev=7.99 e_tot_ev=-50537.1433 molar_mass_g_mol=303.2
N 4.96 -0.72 -0.56 -0.760
C 3.97 -0.07 -0.09 0.427
N 3.84 1.32 -0.37 -0.478
N 2.93 -0.56 0.70 -0.255
C 2.32 -1.81 0.20 -0.634
C 0.90 -1.97 0.75 -1.039
C -0.18 -1.39 -0.19 0.854
C -1.50 -2.16 -0.31 -1.152
Al -2.84 -0.89 -1.17 0.268
C -4.10 -0.17 0.32 -0.642
C -4.18 1.28 0.35 0.488
O -4.29 2.07 -0.54 -0.549
F -4.09 1.81 1.63 -0.301
H 4.88 -1.70 -0.30 0.286
H 4.62 1.58 -0.96 0.265
H 3.94 1.85 0.49 0.219
H 2.20 0.15 0.70 0.104
H 2.31 -1.83 -0.89 0.427
H 2.92 -2.67 0.53 0.363
H 0.84 -1.48 1.72 0.480
H 0.72 -3.03 0.92 0.415
H -0.41 -0.38 0.16 -0.948
H 0.24 -1.29 -1.19 0.292
H -1.85 -2.49 0.68 0.379
H -1.38 -3.02 -0.97 0.349
H -3.69 -1.62 -2.34 -0.328
H -1.99 0.36 -1.78 -0.203
H -3.74 -0.53 1.29 0.321
H -5.09 -0.58 0.11 0.361
Cl 0.46 1.41 1.79 -0.190
C -0.70 2.28 0.74 0.273
C -0.09 2.67 -0.58 -0.463
Cl 1.14 3.95 -0.38 -0.231
H -1.06 3.15 1.29 0.479
H -1.54 1.60 0.57 -0.552
H -0.87 3.07 -1.23 0.445
H 0.38 1.82 -1.07 0.227


No. 2
38
Properties=species:S:1:pos:R:3:mulliken_charge:R:1 method="wB97M-V/def2-TZVPD" e_lumo_ev=2.629 total_charge=-1 e_homo_ev=-4.782 orbital_gap_ev=7.41 e_tot_ev=-59767.7953 molar_mass_g_mol=435.6
O 2.81 -0.17 2.89 -0.479
P 2.31 0.22 1.35 0.050
I 1.20 -1.86 0.57 -0.173
C 0.90 1.43 1.63 0.017
C 0.58 1.79 3.11 -0.512
O -0.81 1.90 3.14 -0.573
P -1.39 0.50 2.26 0.694
F -2.28 0.00 3.63 -0.459
C -2.83 1.46 1.56 -0.995
C -4.23 1.03 2.02 -0.653
C -4.55 -0.43 1.84 -0.338
Cl -5.96 -0.89 2.89 -0.293
O -0.26 1.03 0.99 -0.475
H 3.41 -0.93 2.77 0.310
H 1.32 2.34 1.19 0.394
H 1.02 2.75 3.38 0.375
H 0.98 1.09 3.84 0.229
H -1.77 -0.64 1.44 -0.071
H -0.33 -0.31 2.78 -0.057
H -2.75 2.52 1.76 0.302
H -2.77 1.35 0.48 0.305
H -4.37 1.29 3.06 0.359
H -4.95 1.59 1.42 0.435
H -4.85 -0.68 0.83 0.369
H -3.75 -1.08 2.14 0.240
C 2.37 -0.30 -4.66 -0.518
C 1.84 -1.73 -4.64 -0.526
C 2.93 -2.45 -3.86 -0.400
O 3.47 -1.50 -2.94 -0.366
C 3.00 -0.19 -3.28 -0.279
H 1.60 0.45 -4.83 0.337
H 3.13 -0.19 -5.43 0.260
H 0.90 -1.78 -4.09 0.268
H 1.68 -2.16 -5.63 0.327
H 3.74 -2.79 -4.52 0.258
H 2.56 -3.31 -3.30 0.256
H 2.26 0.11 -2.53 0.126
H 3.83 0.51 -3.24 0.255


No. 3
32
Properties=species:S:1:pos:R:3:mulliken_charge:R:1 method="wB97M-V/def2-TZVPD" e_lumo_ev=-2.611 total_charge=+1 e_homo_ev=-13.348 orbital_gap_ev=10.74 e_tot_ev=-14117.4509 molar_mass_g_mol=170.3
C 0.57 -0.46 0.12 0.271
C 1.25 -2.46 -0.89 -1.342
C 2.97 2.14 0.73 -1.076
C -2.01 -0.09 1.55 -1.247
C -2.17 -0.95 -0.95 -1.713
C -2.71 1.41 -0.31 -1.600
C 0.72 -1.86 0.44 -0.701
C 2.83 0.86 -0.07 -0.400
C -1.86 0.17 -0.02 1.122
N 0.27 1.50 -0.45 -0.486
N -0.47 0.33 -0.16 0.548
N 1.43 0.56 -0.16 0.098
H 1.13 -3.54 -0.91 0.394
H 2.26 -2.23 -1.02 0.369
H 0.65 -2.05 -1.63 0.461
H 3.01 2.97 -0.04 0.309
H 3.89 2.31 1.35 0.349
H 2.19 2.38 1.46 0.347
H -1.46 0.62 2.16 0.375
H -3.10 -0.27 1.69 0.438
H -1.42 -1.09 1.79 0.263
H -3.18 -1.12 -0.86 0.538
H -2.12 -0.61 -1.91 0.499
H -1.58 -1.84 -0.72 0.326
H -2.77 1.77 -1.37 0.409
H -3.69 1.13 0.04 0.446
H -2.31 2.32 0.25 0.367
H 1.33 -1.95 1.34 0.445
H -0.25 -2.38 0.75 0.325
H 3.21 -0.13 0.44 0.228
H 3.19 0.79 -1.17 0.368
H 0.20 1.77 -1.45 0.270